No. 1
81
Properties=species:S:1:pos:R:3:mulliken_charge:R:1 method="wB97M-V/def2-TZVPD" orbital_gap_ev=5.16 homo_ev=-1.3 de_lowest_kj_mol=32.5 total_energy_ev=-76618.4360 total_charge=-2 max_force_ev_per_a=0.7
K 0.5217 -0.5717 -0.5987 0.98
C 0.1651 6.9008 0.7790 -1.56
C -0.2723 5.4791 1.0097 0.65
C -0.2127 4.8850 2.2720 -1.05
C -0.5240 3.5556 2.4635 0.40
C -0.9268 2.6908 1.4123 -0.16
N -1.1230 1.3532 1.5825 -0.16
C -1.7635 0.9491 2.7063 0.50
C -2.8118 1.6882 3.3217 -0.41
C -3.5141 1.2424 4.4228 -1.02
C -3.2456 0.0104 5.0192 0.58
C -4.0491 -0.5136 6.1802 -1.47
C -2.2263 -0.7342 4.4445 -0.26
C -1.4997 -0.2890 3.3503 -0.12
N -0.4241 -1.1364 2.9256 0.71
C 0.5544 -1.6478 3.7065 -0.30
C 1.2606 -2.5443 2.9417 -1.06
C 0.6248 -2.5026 1.6831 -0.18
N -0.3947 -1.6526 1.6862 -0.69
C -1.0049 3.3275 0.1538 -0.66
C -0.6689 4.6622 -0.0350 -0.25
N -1.4524 2.6210 -1.0131 0.40
C -2.4318 3.0099 -1.8572 -0.18
C -2.3910 2.1737 -2.9469 -1.34
C -1.3303 1.2896 -2.6576 -0.54
N -0.7726 1.5705 -1.4918 0.01
H -0.0786 7.5360 1.6343 0.38
H -0.3216 7.3301 -0.0997 0.36
H 1.2446 6.9742 0.6189 0.26
H 0.1122 5.4758 3.1242 0.31
H -0.4382 3.1243 3.4542 0.51
H -3.0618 2.6480 2.8861 0.34
H -4.3096 1.8649 4.8252 0.30
H -4.5443 0.3032 6.7107 0.36
H -3.4190 -1.0395 6.9021 0.34
H -4.8295 -1.2139 5.8654 0.26
H -1.9717 -1.7084 4.8522 0.39
H 0.6890 -1.2978 4.7161 0.55
H 2.1337 -3.1046 3.2280 0.39
H 0.8604 -3.0553 0.7801 0.42
H -0.7083 5.0555 -1.0466 0.37
H -3.0686 3.8419 -1.6075 0.46
H -3.0354 2.1899 -3.8094 0.40
H -0.9425 0.4719 -3.2467 0.72
N -1.7929 -2.2020 -3.7337 -0.50
C -0.8684 -2.5697 -2.7690 0.81
O -1.0258 -2.1954 -1.6012 -0.77
C 0.2151 -3.4112 -3.1954 0.27
C 1.1357 -3.8747 -2.2223 0.31
N 1.8889 -4.2364 -1.4226 -0.75
C 0.3628 -3.7669 -4.5572 -0.16
N 0.4409 -4.0682 -5.6736 -0.70
H -1.5060 -2.2361 -4.6989 0.24
H -2.3563 -1.4126 -3.4602 0.30
I 3.3843 1.2437 3.8920 -0.19
C 2.2540 0.8983 2.1029 0.90
H 1.3012 1.3994 2.2323 -0.29
H 2.1227 -0.1777 2.0521 -0.17
C 6.3282 1.8321 -1.0415 -0.70
C 5.1035 2.4415 -0.3805 -0.83
N 3.9016 1.6747 -0.5585 -0.62
C 3.7268 0.9614 -1.6542 -0.27
N 2.5788 0.3121 -1.8488 -0.03
C 2.3404 -0.2342 -3.1672 0.54
C 3.5528 -0.9297 -3.7548 -0.80
C 4.6378 0.1191 -3.8612 -0.75
N 4.7708 0.8545 -2.6225 0.36
C 5.9916 1.6123 -2.4996 -0.74
H 6.5526 0.8685 -0.5727 0.27
H 7.2102 2.4769 -0.9504 0.38
H 4.9911 3.4688 -0.7807 0.21
H 5.2853 2.5737 0.6929 0.36
H 2.8316 1.2820 1.2568 -0.01
H 2.0131 0.5412 -3.8893 0.17
H 1.5108 -0.9560 -3.1234 -0.76
H 3.3452 -1.3623 -4.7387 0.36
H 3.8610 -1.7342 -3.0811 0.31
H 4.4087 0.7951 -4.7046 0.26
H 5.6067 -0.3415 -4.0944 0.43
H 5.9251 2.5890 -3.0129 0.25
H 6.7879 1.0527 -3.0046 0.35

No. 2
77
Properties=species:S:1:pos:R:3:mulliken_spin:R:1 method="wB97M-V/def2-TZVPD" orbital_gap_ev="4.33 / 6.98" homo_ev="-4.3 / -7.0" spin_multiplicity=2 total_energy_ev=-90038.6671 total_charge=0 max_force_ev_per_a=1.1
La -1.0778 -1.3735 0.0888 0.00
C 3.9013 -2.9611 4.0170 0.00
C 2.9377 -3.3463 2.9210 0.00
O 1.6378 -2.7384 3.1150 0.00
P 1.2659 -1.3155 2.5276 0.00
S -0.6549 -1.0232 2.9919 0.00
S 1.7641 -1.1761 0.6123 0.00
O 2.2094 -0.3423 3.3480 0.00
C 2.0889 1.0927 3.1649 0.00
C 3.1909 1.7512 3.9525 0.00
H 4.8130 -3.5524 3.9114 0.00
H 3.4692 -3.1658 4.9970 0.00
H 4.1646 -1.9056 3.9680 0.00
H 2.7428 -4.4170 2.9264 0.00
H 3.3058 -3.0733 1.9314 0.00
H 1.1012 1.3988 3.5135 0.00
H 2.1750 1.3186 2.0999 0.00
H 3.0890 1.5516 5.0195 0.00
H 3.1540 2.8300 3.7954 0.00
H 4.1642 1.3917 3.6180 0.00
I 0.0684 -1.2083 -3.1363 0.00
C -0.2726 0.4865 -4.3278 0.00
C -0.1095 0.0880 -5.6689 0.14
C -0.2954 1.0200 -6.6602 -0.06
C -0.6540 2.3115 -6.3022 0.18
C -0.8326 2.7077 -4.9675 -0.11
C -1.2212 4.0430 -4.7009 0.36
C -1.3836 4.5034 -3.3930 -0.09
C -1.1730 3.6612 -2.3423 0.23
C -0.8025 2.2760 -2.5260 0.13
P -0.4486 1.4945 -0.9896 0.04
C -1.9013 1.8365 0.0778 -0.01
C -3.1642 1.9649 -0.5100 0.03
C -4.3071 2.0116 0.2721 0.01
C -4.2158 1.9192 1.6560 0.00
C -2.9739 1.7753 2.2546 0.00
C -1.8256 1.7292 1.4694 0.00
C 0.9303 2.4434 -0.2339 0.03
C 2.2176 2.0487 -0.5951 -0.01
C 3.3295 2.7264 -0.1197 0.00
C 3.1704 3.8182 0.7268 0.00
C 1.8934 4.2310 1.0798 0.00
C 0.7804 3.5465 0.6020 0.00
C -0.6215 1.7647 -3.8651 -0.01
H 0.1512 -0.9308 -5.9134 0.03
H -0.1705 0.7368 -7.6976 0.00
H -0.8122 3.0627 -7.0671 0.00
H -1.3750 4.7026 -5.5460 0.02
H -1.6704 5.5320 -3.2070 0.00
H -1.2875 4.0509 -1.3376 0.09
H -3.2355 2.0422 -1.5885 0.00
H -5.2748 2.1185 -0.2015 0.00
H -5.1123 1.9529 2.2619 0.00
H -2.8932 1.6863 3.3310 0.00
H -0.8625 1.6082 1.9495 0.00
H 2.3514 1.1986 -1.2559 -0.01
H 4.3209 2.4020 -0.4093 0.00
H 4.0379 4.3490 1.0989 0.00
H 1.7576 5.0934 1.7211 0.00
H -0.2089 3.8879 0.8797 0.00
N -1.1233 -4.4410 2.0764 0.00
C -0.9038 -4.9492 0.8400 0.00
C -0.7465 -6.3361 0.6571 0.00
C -0.5267 -6.8196 -0.6036 0.00
C -0.4636 -5.9406 -1.6895 0.00
C -0.6162 -4.6071 -1.4254 0.00
N -0.8206 -4.0974 -0.1926 0.00
H -1.1978 -5.0457 2.8723 0.00
H -1.3828 -3.4766 2.2108 0.00
H -0.8111 -6.9966 1.5112 0.00
H -0.4102 -7.8851 -0.7562 0.00
H -0.2999 -6.2838 -2.6997 0.00
H -0.5709 -3.8859 -2.2340 0.00
C -3.5524 -1.6952 0.4926 0.00
H -4.0914 -1.5093 -0.4511 0.00
H -3.9574 -0.9771 1.2199 0.00
H -3.8711 -2.6901 0.8344 0.00

No. 3
78
Properties=species:S:1:pos:R:3:mulliken_spin:R:1 method="wB97M-V/def2-TZVPD" orbital_gap_ev="8.11 / 6.56" homo_ev="-10.6 / -10.8" de_lowest_kj_mol=20.9 spin_multiplicity=4 total_energy_ev=-169183.5975 total_charge=+1 max_force_ev_per_a=0.6
Tc 0.3067 -0.0528 0.7877 2.79
C -0.4321 4.1266 1.4830 0.00
C -0.7481 2.6686 1.4495 0.04
O 0.1914 1.9448 0.9090 0.04
C -1.9269 2.1753 1.9361 0.02
C -2.2669 0.8064 2.0930 0.06
C -3.6447 0.4637 2.5664 0.00
N -1.4119 -0.1727 1.8621 0.00
N -1.8690 -1.4788 2.1384 0.02
C -0.9249 -2.3107 1.8827 0.01
O 0.2858 -1.9171 1.4948 0.09
C -1.1460 -3.7698 1.9495 0.00
C -2.4377 -4.2878 1.9973 0.00
C -2.6301 -5.6600 1.9713 0.00
C -1.5375 -6.5186 1.8978 0.00
C -0.2496 -6.0032 1.8518 0.00
C -0.0554 -4.6296 1.8695 0.01
H 0.4614 4.2870 2.0906 0.00
H -1.2513 4.7092 1.8961 0.00
H -0.1941 4.4781 0.4778 0.00
H -2.6586 2.8948 2.2731 0.00
H -4.1599 1.3552 2.9171 0.00
H -3.6195 -0.2953 3.3437 0.00
H -4.2043 0.0344 1.7289 0.00
H -3.2797 -3.6074 2.0419 0.00
H -3.6347 -6.0634 1.9954 0.00
H -1.6926 -7.5905 1.8686 0.00
H 0.6011 -6.6710 1.7904 0.00
H 0.9441 -4.2175 1.8157 0.00
C 3.9207 0.4723 -0.2006 0.02
As 2.1493 0.5587 -0.9659 -0.04
C 2.4226 -0.4386 -2.6020 0.01
C 2.0988 2.3661 -1.7079 0.01
C 3.3302 3.0127 -1.8016 0.00
C 3.4422 4.2507 -2.4144 0.00
C 2.3186 4.8514 -2.9573 0.00
C 1.0916 4.2091 -2.8741 0.00
C 0.9516 2.9695 -2.2469 -0.01
As -0.8212 2.1292 -2.1875 0.01
C -1.9351 3.7336 -2.2927 0.00
C -0.9466 1.5971 -4.0608 0.00
H 4.6704 0.5833 -0.9766 0.00
H 4.0350 -0.5041 0.2653 0.00
H 4.0399 1.2425 0.5568 0.00
H 3.1229 0.1338 -3.2035 0.00
H 1.4790 -0.5495 -3.1286 0.00
H 2.8319 -1.4239 -2.3899 0.00
H 4.2221 2.5626 -1.3913 0.00
H 4.4075 4.7375 -2.4685 0.00
H 2.3951 5.8141 -3.4479 0.00
H 0.2237 4.6879 -3.3112 0.00
H -1.9171 4.1726 -3.2897 0.00
H -1.6026 4.4714 -1.5651 0.00
H -2.9574 3.4455 -2.0532 0.00
H -0.5875 2.3932 -4.7119 0.00
H -1.9907 1.3823 -4.2882 0.00
H -0.3651 0.6917 -4.2323 0.00
N -3.4135 -5.0363 -3.2979 0.01
C -2.8348 -4.1772 -2.7990 -0.01
C -2.1011 -3.1023 -2.1595 0.03
C -0.7188 -3.1835 -2.0253 -0.01
C -0.0382 -2.1989 -1.3262 -0.01
C -0.7014 -1.1027 -0.7671 -0.13
C -2.0807 -1.0252 -0.9530 0.06
C -2.7787 -2.0103 -1.6324 -0.01
H -0.1881 -4.0290 -2.4439 0.00
H 1.0220 -2.3391 -1.1693 0.00
H -2.6318 -0.1798 -0.5610 -0.01
H -3.8540 -1.9429 -1.7406 0.00
N 3.1669 -0.4123 4.0418 0.00
C 2.9022 0.9242 4.2646 0.00
C 2.0295 1.2883 3.2939 0.02
N 1.7623 0.1908 2.4891 -0.02
C 2.4637 -0.8173 2.9731 0.02
H 3.7737 -0.9945 4.5950 0.00
H 3.3449 1.4766 5.0772 0.00
H 1.5760 2.2481 3.1134 0.00
H 2.4551 -1.8275 2.5954 0.00